Molecular formula: C6H9N
Method: DFT, the ωB97M-V functional and the def2-TZVPD basis

Each atom is followed by the atoms it is bonded to, with distances in Å.
CARTESIAN COORDINATES (ANGSTROEM)
1 N -1.458 0.174 0.620  C6 1.404, C7 1.392, H16 1.003
2 C 0.341 0.100 -0.815  C5 1.519, C7 1.514, H12 1.095, H13 1.094
3 C 2.199 -0.390 1.059  C5 1.498, H8 1.099, H10 1.096, H11 1.097
4 C -1.942 0.631 -1.748  C7 1.337, H9 1.082, H15 1.086
5 C 0.785 -0.190 0.609  C2 1.519, C3 1.498, C6 1.337
6 C -0.325 -0.213 1.355  N1 1.404, C5 1.337, H14 1.086
7 C -1.128 0.452 -0.703  N1 1.392, C2 1.514, C4 1.337
8 H 2.815 0.504 0.887  C3 1.099
9 H -3.011 0.475 -1.681  C4 1.082
10 H 2.247 -0.610 2.131  C3 1.096
11 H 2.685 -1.215 0.524  C3 1.097
12 H 0.999 0.712 -1.439  C2 1.095
13 H 0.136 -0.816 -1.377  C2 1.094
14 H -0.429 -0.439 2.411  C6 1.086
15 H -1.519 0.885 -2.715  C4 1.086
16 H -2.396 -0.060 0.883  N1 1.003

Results
E_HOMO	-7.174	eV
E_tot	-288.7298	a.u.
relative energy (zero: lowest compared OMol25 entry of this formula, charge and spin)	137.2	kJ/mol
orbital gap	8.2	eV